(1)
Below is C18H25N5O3 in the gas phase, with properties calculated with ωB97M-V with the def2-TZVPD basis set.

Last column: natural (NBO) charge in e.
Positions of all 51 atoms, in Å:
C 4.7401 0.2029 0.0514  -0.624
C 3.8550 -0.4909 1.0854  -0.034
C 3.4821 0.4662 2.2168  -0.624
N 2.6611 -1.0310 0.4595  -0.581
C 1.7087 -0.3227 -0.1651  0.620
N 0.6878 -1.0354 -0.6531  -0.629
C -0.2707 -0.3220 -1.2319  0.632
N -1.3600 -0.9141 -1.7404  -0.584
C -1.5503 -2.3408 -1.9219  -0.033
C -1.5568 -3.0660 -0.5782  -0.627
C -0.4731 -2.9108 -2.8457  -0.621
N -0.2499 1.0163 -1.3510  -0.656
C 0.8246 1.6082 -0.8656  0.743
O 0.9653 2.9317 -0.9953  -0.474
C -0.1645 3.6437 -1.4688  -0.111
C -1.0558 4.0648 -0.2930  -0.097
O -1.3375 2.9512 0.5394  -0.516
C -2.2564 2.0739 0.1057  0.819
O -2.9731 2.2640 -0.8465  -0.611
C -2.3198 0.8776 0.9807  -0.181
C -3.4503 0.0678 0.9250  -0.157
C -3.5355 -1.0569 1.7235  -0.227
C -2.4839 -1.3904 2.5632  -0.207
C -1.3498 -0.5958 2.6074  -0.163
C -1.2669 0.5418 1.8267  -0.183
N 1.8322 1.0045 -0.2588  -0.624
H 5.6531 0.5592 0.5206  0.206
H 5.0015 -0.4868 -0.7479  0.207
H 4.2005 1.0452 -0.3704  0.240
H 4.3924 -1.3507 1.5026  0.196
H 4.3793 0.8196 2.7175  0.207
H 2.8477 -0.0350 2.9445  0.204
H 2.9458 1.3142 1.8021  0.239
H 2.4961 -2.0235 0.4812  0.409
H -2.0229 -0.2706 -2.1424  0.418
H -2.5308 -2.4581 -2.3967  0.198
H -2.3542 -2.6829 0.0524  0.215
H -0.6075 -2.8997 -0.0790  0.236
H -1.7050 -4.1316 -0.7313  0.203
H 0.5005 -2.7801 -2.3826  0.228
H -0.6474 -3.9693 -3.0189  0.207
H -0.4799 -2.3929 -3.8020  0.208
H -0.7339 3.0129 -2.1572  0.229
H 0.2176 4.5293 -1.9803  0.198
H -0.5338 4.7744 0.3515  0.198
H -1.9872 4.4965 -0.6743  0.206
H -4.2522 0.3419 0.2559  0.232
H -4.4192 -1.6776 1.6906  0.217
H -2.5467 -2.2751 3.1800  0.214
H -0.5285 -0.8634 3.2555  0.208
H -0.3877 1.1666 1.8591  0.233

The calculation puts the energy at -1200.49359 hartree. Its structure (SMILES) is CC(C)Nc1nc(NC(C)C)nc(OCCOC(=O)c2ccccc2)n1. For the relative energy (zero: lowest compared OMol25 entry of this formula, charge and spin), the calculation gives 0.0 kcal/mol. The calculation puts the HOMO energy at -8.802 eV.

(2)
Below is C18H25N5O3S in the gas phase, with properties calculated with ωB97M-V with the def2-TZVPD basis set.

Last column: natural (NBO) charge in e.
Positions of all 52 atoms, in Å:
C 2.3477 -0.2995 -3.3058  -0.210
C 1.8440 0.7236 -2.9432  -0.012
C 1.1948 1.9443 -2.4832  0.029
C 1.7153 2.2991 -1.0851  -0.602
C 1.4619 3.0860 -3.4707  -0.598
N -0.2433 1.6619 -2.4310  -0.633
C -1.1803 2.4896 -1.9408  0.706
O -0.9924 3.6259 -1.5704  -0.628
C -2.5942 1.9005 -1.9489  -0.608
S -2.6455 0.1200 -1.6016  0.267
C -1.7349 0.1559 -0.1237  0.244
N -1.3429 1.2855 0.4391  -0.536
C -0.6420 0.8975 1.5252  0.371
C -0.6133 -0.4852 1.6233  -0.097
C 0.0637 -1.1597 2.6855  0.653
O 0.1526 -2.3599 2.8638  -0.624
N 0.6632 -0.2486 3.5615  -0.453
C 1.3734 -0.8440 4.6823  -0.418
C 0.6591 1.1392 3.4837  0.795
O 1.2244 1.8334 4.2998  -0.631
N -0.0184 1.7001 2.4217  -0.409
C -0.0540 3.1414 2.2841  -0.412
N -1.3406 -0.9476 0.5419  -0.315
C -1.5181 -2.3230 0.1587  -0.217
C -0.2790 -2.8430 -0.5743  -0.404
C -0.4880 -4.2430 -1.1474  -0.391
C -0.7363 -5.2918 -0.0696  -0.611
H 2.8131 -1.1825 -3.6299  0.235
H 2.7881 2.4681 -1.1205  0.218
H 1.5096 1.4879 -0.3893  0.214
H 1.2183 3.1996 -0.7365  0.241
H 1.1020 2.8193 -4.4623  0.215
H 0.9427 3.9781 -3.1311  0.238
H 2.5278 3.2896 -3.5268  0.215
H -0.5275 0.7380 -2.7242  0.416
H -3.1931 2.4223 -1.2039  0.261
H -3.0447 2.0255 -2.9347  0.252
H 2.1771 -1.4785 4.3088  0.212
H 0.6855 -1.4599 5.2612  0.213
H 1.7758 -0.0420 5.2949  0.246
H 0.9592 3.5358 2.3551  0.222
H -0.6532 3.5791 3.0833  0.211
H -0.4923 3.3731 1.3166  0.243
H -1.6794 -2.9033 1.0687  0.239
H -2.3995 -2.3839 -0.4860  0.208
H 0.5564 -2.8578 0.1281  0.218
H -0.0319 -2.1525 -1.3860  0.206
H -1.3271 -4.2272 -1.8469  0.193
H 0.4069 -4.5157 -1.7105  0.206
H -1.7075 -5.1525 0.3972  0.200
H 0.0271 -5.2298 0.7018  0.212
H -0.7106 -6.2890 -0.5024  0.212

The calculation puts the energy at -1598.62752 hartree. Its structure (SMILES) is C#CC(C)(C)NC(=O)CSc1nc2c(c(=O)n(C)c(=O)n2C)n1CCCC. For the relative energy (zero: lowest compared OMol25 entry of this formula, charge and spin), the calculation gives 55.3 kcal/mol. The calculation puts the HOMO energy at -8.138 eV.

(3)
Below is C18H25N5O3S in the gas phase, with properties calculated with ωB97M-V with the def2-TZVPD basis set.

Last column: natural (NBO) charge in e.
Positions of all 52 atoms, in Å:
C -3.9528 -1.7606 -1.3174  -0.250
O -3.2321 -1.6598 -0.1151  -0.486
C -1.8853 -1.8606 -0.1504  0.237
C -1.1531 -2.1771 -1.2815  -0.284
C 0.2292 -2.3125 -1.2279  -0.229
C 0.8783 -2.1565 -0.0200  0.120
N 2.2835 -2.2390 0.0955  -0.598
C 3.1623 -1.6913 -0.7736  0.678
O 2.8628 -1.1876 -1.8389  -0.644
C 4.5947 -1.7101 -0.2710  -0.596
S 4.9841 -0.0555 0.4528  0.250
C 3.3538 0.4593 0.8425  0.107
N 2.6593 0.1945 1.9113  -0.293
N 1.4548 0.7617 1.7609  -0.319
C 1.4180 1.3806 0.6084  0.373
C 0.2673 2.1185 0.0311  -0.266
C -0.3145 1.3335 -1.1528  -0.398
C -1.5270 2.0548 -1.7309  -0.395
C -2.5913 2.2561 -0.6575  -0.401
C -2.0143 3.0596 0.5032  -0.397
C -0.8093 2.3372 1.0943  -0.381
N 2.6138 1.2199 -0.0240  -0.212
N 2.9742 1.6974 -1.2748  -0.634
C 0.1545 -1.8832 1.1399  -0.322
C -1.2138 -1.7021 1.0864  0.341
O -1.9855 -1.3542 2.1448  -0.496
C -1.3396 -1.0604 3.3649  -0.266
H -3.8897 -2.7673 -1.7437  0.175
H -3.6066 -1.0306 -2.0570  0.174
H -4.9878 -1.5453 -1.0571  0.202
H -1.6442 -2.3024 -2.2325  0.223
H 0.7862 -2.5222 -2.1250  0.236
H 2.6139 -2.4355 1.0312  0.412
H 4.7651 -2.4647 0.4951  0.224
H 5.2898 -1.8379 -1.0989  0.252
H 0.6355 3.0835 -0.3380  0.223
H -0.6118 0.3445 -0.8028  0.217
H 0.4438 1.2063 -1.9267  0.211
H -1.9331 1.4717 -2.5603  0.205
H -1.2196 3.0264 -2.1255  0.194
H -3.4547 2.7745 -1.0802  0.205
H -2.9265 1.2844 -0.2888  0.201
H -2.7729 3.1967 1.2757  0.209
H -1.7133 4.0487 0.1486  0.191
H -1.1207 1.3653 1.4768  0.208
H -0.3912 2.9050 1.9267  0.216
H 2.7809 0.9761 -1.9756  0.395
H 3.9806 1.8640 -1.2767  0.376
H 0.6871 -1.7626 2.0686  0.238
H -0.9045 -1.9608 3.8106  0.172
H -0.5593 -0.3038 3.2339  0.206
H -2.1189 -0.6767 4.0211  0.199

The calculation puts the energy at -1598.57897 hartree. Its structure (SMILES) is COc1ccc(NC(=O)CSc2nnc(C3CCCCC3)n2N)cc1OC. For the relative energy (zero: lowest compared OMol25 entry of this formula, charge and spin), the calculation gives 85.8 kcal/mol. The calculation puts the HOMO energy at -7.906 eV.

(4)
Below is a molecular structure, C18H25N5O6PScSe, with properties calculated with ωB97M-V with the def2-TZVPD basis set.

Last column: natural (NBO) charge in e.
Positions of all 57 atoms, in Å:
Sc 0.0000 0.0000 0.0000  1.208
C 2.0607 -0.6216 3.4723  -0.656
C 1.1287 0.1613 2.5771  0.418
O 0.4093 -0.5887 1.8646  -0.703
C 1.1687 1.5050 2.6242  -0.519
C 0.2441 2.2766 1.7449  0.352
C -0.4697 3.4402 2.3891  -0.672
N 0.1110 1.9628 0.4939  -0.416
N -0.8045 2.7516 -0.2095  -0.485
C -1.6185 1.9629 -0.8497  0.549
O -1.6737 0.7188 -0.8832  -0.677
C -2.7050 2.5888 -1.7069  0.033
C -2.7443 3.9904 -1.8094  -0.200
C -3.7169 4.6362 -2.5809  -0.248
C -4.6722 3.8888 -3.2667  -0.240
C -4.6547 2.4982 -3.1804  -0.239
C -3.6807 1.8560 -2.4075  -0.176
H 1.5021 -1.2633 4.1655  0.205
H 2.6885 0.0362 4.0857  0.183
H 2.7411 -1.2523 2.8861  0.206
H 1.8124 2.0618 3.2840  0.197
H -0.2012 3.5310 3.4456  0.198
H -1.5514 3.2974 2.3183  0.241
H -0.1888 4.3679 1.8815  0.224
H -2.0004 4.5786 -1.2782  0.224
H -3.7177 5.7192 -2.6386  0.187
H -5.4268 4.3868 -3.8656  0.185
H -5.3909 1.9008 -3.7074  0.194
H -3.6730 0.7702 -2.3424  0.237
C 2.8504 -4.0964 -1.3189  -0.048
N 2.2679 -2.9222 -1.9410  -0.489
C 1.0195 -3.2607 -2.5980  -0.114
N 0.0923 -3.8382 -1.6433  -0.498
C 0.6699 -5.0144 -1.0205  -0.048
N 1.9190 -4.6720 -0.3670  -0.507
C 1.7385 -3.8579 0.8184  -0.503
P 1.0088 -2.3047 0.2646  0.835
C 2.1495 -1.7963 -1.0361  -0.579
C -0.4138 -2.8756 -0.6853  -0.513
H 3.8107 -3.8585 -0.8416  0.172
H 3.1060 -4.8386 -2.0875  0.177
H 1.2073 -3.9721 -3.4140  0.163
H 0.5826 -2.3851 -3.0970  0.270
H 0.8447 -5.7907 -1.7780  0.172
H -0.0340 -5.4772 -0.3155  0.176
H 2.6966 -3.6945 1.3245  0.200
H 1.0951 -4.3688 1.5437  0.209
H 3.1294 -1.5239 -0.6281  0.200
H 1.7847 -0.9102 -1.5675  0.290
H -0.9141 -2.0465 -1.1981  0.353
H -1.1709 -3.3345 -0.0396  0.198
O 1.7493 0.2632 -2.5962  -1.037
Se 0.2681 -0.2816 -3.0617  2.525
O 0.6103 -1.3973 -4.2216  -1.029
O -0.5374 -1.1213 -1.6394  -1.003
O -0.6708 1.1044 -3.8196  -1.009
H -1.5315 -0.5681 0.8906  -0.374

The calculation puts the energy at -4929.30107 hartree. As for the charge: -2. For the relative energy (zero: lowest compared OMol25 entry of this formula, charge and spin), the calculation gives 110.2 kcal/mol. The calculation puts the HOMO energy at -0.814 eV.

(5)
Below is 2 unconnected molecules or ions with the total composition C18H25NO11P, with properties calculated with ωB97M-V with the def2-TZVPD basis set.

Last column: natural (NBO) charge in e.
Positions of all 56 atoms, in Å:
C 3.4499 -2.8312 0.0828  -0.661
C 4.0898 -1.4754 0.7323  -0.090
O 3.2687 -0.2965 0.5030  -0.817
P 3.6079 0.4590 -0.9878  2.264
O 4.7858 -0.1426 -1.7688  -1.074
C 2.0581 0.2308 -2.1020  -0.774
C 1.4053 1.6874 -2.2965  -0.419
C -0.1008 1.6957 -2.8645  -0.445
C -0.9739 0.4113 -2.4869  0.072
O -2.2344 0.1756 -3.2167  -0.506
C -2.6549 -1.0734 -2.5894  0.958
O -3.2992 -1.9997 -3.1070  -0.452
O -2.2223 -1.0251 -1.1917  -0.540
C -1.6152 0.2998 -0.9997  0.494
C -0.5986 0.3065 0.2493  -0.148
O -0.1483 -1.0751 0.5658  -0.372
N 0.4608 -0.9253 1.7866  0.364
O 0.8371 -1.9880 2.1736  -0.287
O -2.6531 1.2380 -0.6238  -0.550
C -3.7393 0.6052 0.0623  0.757
O -4.8917 0.6706 -0.4613  -0.463
C -3.6456 -0.1577 1.4614  -0.151
C -3.3514 0.6137 2.7795  -0.232
C -3.2352 -0.2500 4.0862  -0.236
C -3.3860 -1.8145 4.0991  -0.223
C -3.7082 -2.5874 2.7566  -0.214
C -3.8203 -1.7060 1.4725  -0.169
O 3.8862 2.1312 -0.6207  -0.785
C 3.4094 2.4063 0.7493  -0.084
C 3.3976 4.0111 1.0612  -0.639
H 4.0157 -3.0822 -0.8773  0.227
H 3.4844 -3.7046 0.8429  0.223
H 2.3351 -2.5959 -0.0821  0.227
H 4.0725 -1.6568 1.8792  0.192
H 5.1971 -1.3434 0.4587  0.213
H 1.4058 -0.5246 -1.5445  0.251
H 2.4173 -0.2268 -3.0899  0.277
H 1.4167 2.3388 -1.3390  0.214
H 2.0529 2.2679 -3.0646  0.239
H -0.1485 1.8119 -4.0110  0.243
H -0.6338 2.6227 -2.4302  0.233
H -0.4767 -0.6333 -2.5852  0.207
H 0.3538 0.9196 0.0892  0.196
H -1.0750 0.7017 1.2261  0.240
H -3.2164 1.7616 2.7826  0.237
H -2.9949 0.3081 5.0642  0.223
H -3.2641 -2.4215 5.0741  0.227
H -3.8152 -3.7233 2.7002  0.244
H -4.0406 -2.2331 0.4856  0.270
H 2.3128 2.0703 0.8996  0.178
H 4.1269 1.9229 1.5105  0.196
H 3.2522 4.1437 2.1941  0.220
H 4.3690 4.4578 0.6610  0.227
H 2.4480 4.4136 0.5605  0.210
O -6.4841 -2.7626 -3.5040  -1.374
H -5.5896 -2.4823 -3.3285  0.384

The calculation puts the energy at -1924.27418 hartree. As for the charge: -1. The calculation puts the HOMO energy at -1.592 eV.

Which value of energy does entry 4 give? -4929.30107 hartree